Entry 1:
The ion C7H12NOS with charge +1 at a distorted geometry, computed with ωB97M-V/def2-TZVPD.

For the energy, the calculation gives -21817.6611 eV. Its spin multiplicity is 1. Its HOMO energy is -0.460 Eh. The value obtained for the molar mass is 158.2 g mol⁻¹. The net charge is +1. As for the SMILES: C[C@@]([NH3+])(CO)c1cccs1. The energy relative to the best compared isomer or geometry (same formula, charge and spin) comes out at 42.41 kcal/mol.

Geometry as XYZ:
```
22
Properties=species:S:1:pos:R:3:forces:R:3:mulliken_charge:R:1
H -1.677 -2.182 1.272 -0.86 1.54 -0.27 0.379
S 1.911 0.985 0.579 0.44 -1.48 -0.49 -0.081
C 3.103 -0.220 0.203 1.88 0.83 1.62 -0.259
H 4.201 -0.025 0.525 -2.25 -0.54 -0.77 0.340
C 0.692 -0.037 -0.179 0.30 1.39 -0.92 -0.267
C 2.534 -1.314 -0.349 1.68 0.51 -1.77 -0.704
H -1.009 0.116 -2.186 -0.98 0.21 0.61 0.413
O -2.171 -1.320 1.124 1.56 -1.32 0.40 -0.508
H -0.516 -0.343 1.970 1.83 -0.95 1.33 0.456
C -1.630 0.109 -1.239 3.09 -2.00 -1.38 -1.725
H -0.319 2.147 1.086 -1.13 0.29 -0.03 0.397
H -1.889 -0.978 -1.106 0.05 1.22 0.05 0.319
H -1.907 0.559 1.739 -1.24 0.99 0.65 0.443
C -1.342 -0.242 1.363 -0.70 1.35 -3.40 -0.729
C 1.195 -1.159 -0.771 -0.70 0.48 2.38 -0.631
C -0.665 0.517 -0.135 -2.85 -3.94 2.39 1.353
H 3.200 -2.015 -0.808 0.11 -0.86 0.25 0.413
H 0.284 2.270 -0.402 -1.98 -0.28 0.70 0.376
N -0.631 1.936 0.126 2.18 2.54 -2.22 -0.324
H 0.571 -1.951 -1.125 -0.14 -0.20 -0.66 0.422
H -2.503 0.675 -1.364 -1.22 0.89 0.11 0.536
H -1.431 2.474 -0.321 0.92 -0.66 1.41 0.383
```
Positions in Å, forces in eV/Å.


Entry 2:
A structure of composition C4H10N2O2 at a distorted geometry, computed with ωB97M-V/def2-TZVPD.

For the energy, the calculation gives -11381.2275 eV. Its spin multiplicity is 1. Its HOMO energy is -0.259 Eh. The value obtained for the molar mass is 118.1 g mol⁻¹. The energy relative to the best compared isomer or geometry (same formula, charge and spin) comes out at 130.88 kcal/mol.

Geometry as XYZ:
```
18
Properties=species:S:1:pos:R:3:forces:R:3:mulliken_charge:R:1
C 0.002 -1.071 -0.375 1.27 1.36 -0.47 -0.955
H -1.845 -1.904 1.374 0.08 0.11 -0.11 0.350
H 1.675 1.789 -1.404 -0.07 0.11 -0.06 0.407
O -0.836 1.353 0.491 -0.93 -3.71 -0.03 -0.520
H 2.326 1.879 0.803 -0.12 -0.09 0.07 0.239
N 2.033 0.967 0.486 0.28 0.18 0.75 -0.512
H 0.701 -1.433 0.392 -0.13 0.04 0.07 0.339
H -2.406 -0.268 1.794 0.00 -0.10 0.02 0.247
O 0.185 0.128 -2.526 -0.48 -0.23 -0.68 -0.513
C 1.387 0.992 -0.733 0.10 -2.22 -1.62 -0.156
H -1.282 1.697 -0.292 -0.02 -0.18 -0.10 0.326
H 1.534 0.477 1.215 0.02 0.19 0.01 0.230
C 0.671 -0.044 -1.251 1.12 1.33 0.81 0.333
H -0.323 -1.930 -0.974 -0.19 0.05 0.16 0.439
H -0.357 -0.629 -2.773 0.10 0.16 0.03 0.298
N -1.166 -0.393 0.137 -0.94 2.73 0.94 -0.094
H -0.743 -0.760 2.185 -0.02 -0.08 -0.04 0.302
C -1.554 -0.850 1.450 -0.07 0.36 0.24 -0.762
```
Positions in Å, forces in eV/Å.


Entry 3:
A cluster of 3 separate species, C3H10NO4 in total at a distorted geometry, computed with ωB97M-V/def2-TZVPD.

For the energy, the calculation gives -12955.5950 eV. Its spin multiplicity is 1. Its HOMO energy is -0.171 Eh. The value obtained for the molar mass is 124.1 g mol⁻¹. The net charge is -1. The energy relative to the best compared isomer or geometry (same formula, charge and spin) comes out at 16.55 kcal/mol.

Geometry as XYZ:
```
18
Properties=species:S:1:pos:R:3:forces:R:3:mulliken_charge:R:1
H 0.174 -1.206 -1.446 0.16 0.01 0.01 0.201
H 1.688 1.759 1.140 -0.37 0.16 0.00 0.444
O 0.892 1.052 -0.348 0.09 -0.42 -0.01 -1.016
O 1.921 2.304 1.923 0.22 -0.21 0.05 -0.645
O -1.338 1.152 -0.512 -0.31 -0.19 0.35 -0.689
H -0.233 -3.134 0.431 -0.02 -0.34 -0.13 0.328
O 1.999 3.220 -1.352 0.19 -0.16 -0.20 -0.719
C -1.522 -1.547 -0.251 0.29 0.07 -0.56 -0.399
H -2.183 -1.653 -1.124 0.21 -0.43 -0.14 0.320
H -2.085 -0.825 0.334 0.17 -0.04 0.29 0.320
H -1.485 -2.643 1.562 0.01 -0.45 0.17 0.244
H -1.966 -3.634 0.141 0.18 -0.32 0.23 0.263
C -1.283 -2.874 0.517 -0.54 1.21 -0.31 -0.974
H 1.632 2.340 -1.063 -0.12 0.49 -0.05 0.496
H 1.429 3.851 -0.906 -0.05 -0.07 0.10 0.282
C -0.268 0.546 -0.460 0.89 0.23 -0.67 0.440
H 2.873 2.197 1.997 0.00 0.07 -0.01 0.295
N -0.247 -0.907 -0.582 -0.98 0.40 0.88 -0.192
```
Positions in Å, forces in eV/Å.